Entry 1:
{"formula": "C4H6AgF12N2O11S4", "method": "wB97M-V/def2-TZVPD", "elements": ["C", "F", "O", "O", "F", "F", "F", "S", "O", "C", "F", "F", "N", "F", "H", "H", "O", "O", "O", "H", "C", "O", "O", "F", "N", "S", "O", "H", "F", "O", "S", "Ag", "S", "F", "H", "F", "C", "F", "O", "H"], "positions_angstrom": [[-2.611, 2.043, -3.044], [0.875, -1.576, -1.402], [3.319, 0.049, 2.915], [-3.085, 1.667, -0.466], [5.031, -0.425, 0.610], [0.490, -2.799, -3.107], [0.873, -0.720, -3.374], [1.015, -1.862, 2.235], [-0.063, 2.513, 1.523], [0.321, -1.526, 3.969], [-2.732, 3.278, -2.608], [-3.375, 1.863, -4.075], [1.058, -0.452, 1.529], [0.234, -2.659, 4.640], [0.668, 3.120, 1.336], [-3.194, -0.085, 1.429], [-2.252, -0.002, 1.634], [2.506, 1.645, 1.238], [-2.164, -2.469, -1.954], [-2.168, -0.171, 2.583], [3.768, -0.521, 0.278], [2.230, -2.579, 2.493], [-0.051, -2.616, 1.633], [3.497, -1.813, 0.157], [-1.500, -0.005, -1.451], [-2.955, 0.823, -1.644], [0.961, 1.488, -1.173], [-0.819, 3.078, 1.746], [-0.928, -1.044, 3.877], [-1.924, -0.880, -3.796], [-1.501, -1.302, -2.471], [-0.469, 0.692, 0.344], [2.666, 0.263, 1.656], [1.096, -0.691, 4.631], [1.472, 2.308, -1.185], [3.482, 0.087, -0.860], [0.325, -1.619, -2.575], [-1.340, 1.905, -3.415], [-4.110, 0.061, -2.000], [1.352, 0.931, -1.858]], "forces_ev_per_angstrom": [[1.3, -0.3, 0.1], [0.8, 0.2, 1.4], [-0.4, -0.4, -0.9], [0.8, -0.5, -0.6], [0.2, 0.8, -0.1], [0.1, -0.8, -0.3], [0.5, 0.8, -0.2], [-1.7, -3.1, 1.3], [-0.3, 1.0, 0.4], [0.7, -0.5, -1.0], [-0.5, 0.6, 0.5], [-0.8, -0.3, -0.5], [4.1, 1.4, 0.2], [0.1, -0.3, 0.1], [0.2, -0.4, 0.1], [0.2, 0.2, -0.4], [0.0, 0.1, 0.4], [0.0, -0.8, -0.2], [1.1, 0.8, 0.3], [0.3, -0.1, -0.2], [-1.1, -1.1, 1.2], [0.1, 1.1, -0.2], [-0.1, 0.5, -0.1], [-0.3, 0.0, -0.2], [-1.6, 0.4, -0.5], [-0.5, 1.0, 1.3], [0.1, 0.3, -0.5], [0.0, -0.2, -0.1], [-0.2, 0.6, 0.1], [0.8, 0.1, 1.2], [-1.5, -1.2, -1.2], [-1.2, -0.7, -0.9], [-1.0, 1.0, 0.6], [-0.1, 0.4, 0.2], [0.0, -0.1, 0.3], [0.4, 0.3, -0.4], [-1.4, -0.3, -0.7], [0.4, -0.2, -0.2], [0.8, -0.2, -0.2], [-0.2, -0.1, 0.1]], "de_lowest_kj_mol": 130.08, "homo_lumo_gap_ha": [0.379, 0.227], "multiplicity": 2, "energy_ev": -109692.9762}

***

Entry 2:
{"formula": "C4H6AgF12N2O11S4", "method": "wB97M-V/def2-TZVPD", "elements": ["F", "F", "O", "F", "Ag", "O", "H", "S", "F", "F", "S", "S", "O", "C", "O", "N", "H", "O", "O", "F", "O", "C", "F", "O", "F", "F", "O", "C", "S", "C", "H", "O", "F", "H", "O", "N", "F", "F", "H", "H"], "positions_angstrom": [[16.914, 7.491, 20.553], [20.714, 13.276, 20.128], [21.806, 10.298, 18.588], [19.741, 9.404, 16.852], [19.657, 8.067, 21.884], [19.548, 4.870, 23.322], [19.094, 10.210, 23.627], [16.804, 7.761, 23.123], [14.956, 7.945, 21.357], [20.375, 12.591, 22.148], [19.389, 11.016, 20.236], [18.454, 5.603, 23.880], [19.129, 11.397, 18.895], [20.005, 8.501, 17.767], [21.709, 7.018, 22.285], [20.020, 9.526, 20.354], [20.634, 10.214, 23.838], [18.345, 11.120, 21.207], [19.920, 9.778, 23.360], [20.188, 6.661, 25.545], [15.942, 7.449, 24.184], [16.029, 7.217, 21.535], [15.732, 5.936, 21.506], [21.912, 8.087, 19.569], [18.947, 5.091, 26.366], [18.122, 7.075, 26.044], [19.519, 6.297, 20.383], [18.941, 6.149, 25.584], [21.108, 9.186, 19.139], [20.702, 12.196, 20.918], [21.638, 6.055, 22.332], [17.251, 4.870, 24.099], [18.845, 8.045, 18.285], [18.981, 6.495, 19.606], [17.184, 9.108, 22.848], [18.260, 6.968, 23.053], [21.907, 11.663, 20.945], [20.645, 7.457, 17.238], [22.642, 7.206, 22.135], [19.892, 5.421, 20.234]], "forces_ev_per_angstrom": [[-0.2, -0.1, 0.0], [0.1, -0.3, 0.2], [-0.6, 0.4, 0.0], [0.1, -0.2, 0.0], [-0.5, 0.5, -0.2], [0.7, 0.6, -0.1], [0.0, -0.1, -0.3], [1.4, 0.2, -1.1], [-0.6, 0.2, -0.2], [0.0, -0.2, 0.0], [-1.1, 0.7, 1.4], [-0.2, -1.5, 0.1], [0.3, -0.1, -0.5], [0.2, -0.1, 0.4], [0.3, -0.5, 0.4], [1.4, 0.1, -1.4], [0.1, -0.2, -0.1], [0.1, -0.2, 0.0], [-0.2, 0.2, 0.4], [-0.3, 0.0, 0.0], [-0.6, -0.6, 0.8], [0.7, 0.2, 0.2], [0.0, -0.2, 0.0], [-0.4, -0.4, 0.3], [-0.1, -0.1, 0.3], [-0.2, 0.0, 0.1], [-0.3, 0.0, -0.4], [0.9, 0.2, -0.7], [0.5, -0.5, 0.1], [-0.4, 0.5, -0.7], [-0.1, 0.1, 0.2], [-0.4, 0.5, -0.1], [0.0, 0.1, -0.2], [0.0, 0.0, 0.1], [0.0, 0.7, 0.0], [-0.9, -0.2, 0.8], [0.3, -0.2, 0.2], [-0.2, 0.3, -0.2], [-0.1, 0.2, -0.2], [0.1, 0.1, 0.3]], "de_lowest_kj_mol": 0.00, "homo_lumo_gap_ha": [0.409, 0.265], "multiplicity": 2, "energy_ev": -109694.3244}

***

Entry 3:
{"formula": "C4H6AgO", "method": "wB97M-V/def2-TZVPD", "elements": ["H", "Ag", "C", "C", "C", "O", "H", "H", "H", "H", "H", "C"], "positions_angstrom": [[-1.261, -0.531, -1.597], [2.017, -1.242, -1.204], [-0.962, 0.519, -1.514], [0.116, 0.311, 1.214], [0.014, 0.868, -0.663], [1.102, -1.756, 0.481], [-1.397, 1.224, -2.231], [1.091, 0.802, 1.379], [-0.740, 0.707, 1.778], [-0.562, -1.708, 1.718], [0.310, 1.928, -0.652], [0.271, -1.123, 1.292]], "forces_ev_per_angstrom": [[-0.3, 0.4, 0.2], [1.2, 0.7, -2.0], [0.6, -0.4, 0.1], [1.4, -0.5, -1.8], [-1.4, 0.6, 2.0], [-2.0, -0.1, 3.5], [0.3, -0.3, -0.1], [-0.6, 0.2, 0.1], [0.3, 0.1, -0.3], [0.3, 0.0, 0.0], [0.1, -0.3, -0.1], [0.1, -0.5, -1.5]], "de_lowest_kj_mol": 101.64, "homo_lumo_gap_ha": [0.197, 0.308], "total_charge": -1, "multiplicity": 3, "energy_ev": -10287.1805}